C21H56BrN4O8V | wB97M-V/def2-TZVPD

```
91
Properties=species:S:1:pos:R:3:forces:R:3
O -0.920123 4.977342 2.616856 -0.767 1.838 0.491
V -0.415815 3.548964 2.392946 0.150 -2.009 0.633
O 0.548332 3.146097 3.572464 -0.004 0.053 -0.221
Br 0.245688 3.262814 0.248303 0.610 -0.231 -1.114
O -1.091173 0.380738 1.516193 -0.244 -0.026 -0.017
H -1.480087 -0.394842 1.919308 0.251 -0.449 1.029
H -1.734141 0.425953 0.785759 0.100 0.568 -0.676
O 0.032598 2.269031 -3.045854 -0.529 0.436 1.216
H -0.831736 2.653190 -2.795602 0.289 -0.088 0.166
H -0.098068 2.085098 -3.957380 0.080 -0.369 -1.350
C 1.031327 -4.599719 0.460898 0.685 -1.517 0.570
C 1.741191 -3.414279 1.105801 -0.446 -0.057 0.992
C 3.206122 -3.642336 1.398549 0.829 0.244 1.820
C 4.122683 -3.559621 0.206378 1.146 0.212 0.070
C 3.964099 -2.208487 -0.498188 -0.275 0.018 -0.156
C 2.476724 -1.918203 -0.907601 -0.624 -1.118 1.215
N 1.635410 -2.158099 0.352942 0.231 0.673 -0.733
O 0.266269 -2.070586 -0.032640 -0.556 0.172 -0.597
C 2.276257 -0.466649 -1.264557 2.024 0.602 0.050
C 2.057008 -2.814242 -2.105817 -0.452 1.440 -0.251
C 1.021342 -3.138891 2.464854 0.407 1.255 -0.717
H -0.038373 -4.472593 0.362678 -0.120 0.342 -0.187
H 1.147309 -5.483200 1.150100 0.050 0.719 -0.618
H 1.464849 -4.889943 -0.500071 -0.182 0.018 0.148
H 3.510790 -2.838678 2.124195 -0.240 -0.346 -0.708
H 3.361421 -4.549786 2.041070 -0.288 0.379 -0.927
H 4.013581 -4.409188 -0.440209 -0.377 -0.417 -0.626
H 5.181809 -3.628587 0.531033 -0.496 0.025 0.034
H 4.615657 -2.120421 -1.388028 -0.383 -0.185 0.239
H 4.376344 -1.472522 0.221715 -0.680 0.017 -0.418
H 2.769653 0.201299 -0.530326 0.030 -0.360 -0.394
H 2.667374 -0.246756 -2.270004 0.101 -0.026 0.361
H 1.284778 -0.145591 -1.267966 -1.902 0.160 -0.095
H 2.522811 -2.299723 -2.946898 0.829 -0.863 -0.277
H 2.284296 -3.858118 -1.945091 0.346 -0.054 -0.463
H 1.012541 -2.711566 -2.465441 0.144 -0.135 1.089
H 0.964749 -4.011661 3.110128 0.202 -0.017 0.054
H 0.017986 -2.859714 2.153993 -0.348 -0.075 0.415
H 1.477896 -2.227989 2.949703 -0.383 -1.128 -0.278
H -0.137253 -1.324560 0.432019 0.635 0.125 0.297
C -2.238845 -1.102772 -3.244401 1.228 -0.588 -1.474
C -2.887507 -0.745171 -1.983709 -2.758 1.109 0.782
C -3.395409 -2.027328 -1.313497 0.541 -0.488 0.797
O -4.455761 -2.659134 -1.981672 0.067 -0.607 -0.517
C -5.655088 -1.960549 -2.002793 -1.089 -0.046 0.104
N -2.176048 0.112364 -1.043120 1.250 -3.055 1.097
H -2.195774 -0.349751 -4.028560 -0.542 0.107 -0.047
H -2.643130 -2.052864 -3.587191 -0.387 0.216 -0.526
H -1.203723 -1.337684 -3.104395 0.943 -0.179 0.520
H -3.806483 -0.113537 -2.232865 0.749 -0.934 0.281
H -3.631757 -1.835528 -0.257261 -0.343 0.232 -0.082
H -2.632133 -2.823975 -1.273204 0.156 0.533 -0.162
H -5.670089 -1.275600 -1.201576 0.039 1.282 1.080
H -6.542948 -2.574172 -1.777358 0.554 -0.438 -0.442
H -5.853068 -1.400069 -2.914043 0.194 -0.072 -0.335
H -1.202162 -0.253742 -0.931049 -0.899 0.693 -0.479
H -2.146736 1.009090 -1.399650 0.491 2.343 -0.893
C 4.685534 -0.109270 2.977809 1.216 -0.047 -0.589
C 3.475884 0.778244 2.984993 0.535 2.174 0.941
C 3.709990 2.083517 2.193819 0.180 0.622 0.042
O 4.699275 2.887701 2.863961 -0.205 -1.685 -0.749
C 4.334722 4.196864 2.999408 -0.470 2.244 -1.175
N 2.373012 0.067324 2.494967 -1.586 -0.577 0.865
H 5.511639 0.332065 3.529734 0.220 0.515 -0.395
H 5.004856 -0.344117 1.923347 -0.183 0.219 0.994
H 4.569680 -1.029243 3.524546 -0.687 -0.596 -0.011
H 3.297630 1.130551 4.035352 -0.005 -0.378 -0.652
H 2.785920 2.681607 2.030800 0.194 -0.460 0.723
H 4.011517 1.904952 1.155503 0.460 -0.377 -0.002
H 3.363807 4.300978 3.505346 0.293 0.057 0.468
H 4.128543 4.755590 1.994293 0.695 -0.926 1.214
H 5.177408 4.696604 3.516315 -0.753 -0.002 -0.146
H 1.626038 0.587628 2.097893 -0.935 1.249 0.390
H 2.600040 -0.438401 1.703970 1.001 -1.955 -1.770
C -4.682860 3.625994 -3.124764 -0.037 -0.599 1.404
C -3.941018 3.850310 -1.741045 -1.368 0.835 -1.291
C -4.382341 2.819920 -0.718735 0.387 0.452 0.799
O -3.622480 3.052438 0.501605 -0.533 0.566 -0.736
C -3.877958 2.205019 1.583552 -0.556 -1.303 -0.381
N -2.546050 3.801465 -2.044053 1.896 0.045 0.346
H -4.813691 4.543193 -3.684117 -0.474 0.287 0.193
H -5.616483 3.055209 -2.943175 0.204 0.709 -0.388
H -4.063830 3.013018 -3.773407 0.223 -0.313 0.185
H -4.172866 4.868704 -1.322335 -0.314 -0.855 -0.269
H -4.274250 1.799765 -1.036487 0.650 -0.691 -0.377
H -5.467254 2.906467 -0.614957 -0.070 0.434 0.643
H -4.927845 2.132120 1.890984 -0.093 0.263 -0.277
H -3.340510 2.476793 2.475210 0.471 0.768 0.263
H -3.532666 1.190485 1.366400 -0.225 -0.121 -0.144
H -2.281256 4.590027 -2.645793 -0.265 -0.404 0.178
H -2.027641 3.962969 -1.180775 0.096 -0.089 -0.066
```
Forces are in eV/Å.

Properties
HOMO energy: -8.535 eV
strongest force on any atom: 3.5 eV Å⁻¹
E_LUMO: -1.69 eV